1.
{
  "formula": "C4H13NOS",
  "method": "ωB97M-V/def2-TZVPD",
  "orbital_gap_ev": [8.810, 3.612],
  "largest_force_ha_per_bohr": 0.0810,
  "s_squared": 0.753,
  "total_energy_ev": -18721.945,
  "multiplicity": 2,
  "charge": 1,
  "species": ["C", "C", "C", "S", "C", "N", "H", "H", "H", "H", "H", "H", "H", "H", "H", "H", "H", "H", "H", "O"],
  "positions_angstrom": [[0.265320, 0.588919, 1.528595], [0.744516, 1.159768, 0.192424], [0.157323, 0.499494, -1.054491], [-1.582617, 0.938568, -1.323432], [0.933933, -0.818182, 1.749400], [2.428863, -0.749129, 1.994998], [-0.783875, 0.310360, 1.560718], [0.514548, 1.248494, 2.308460], [1.810242, 0.767640, 0.092424], [0.803259, 2.279101, 0.241264], [0.264896, -0.608668, -0.904865], [0.729656, 0.859015, -1.916770], [-1.779555, 2.249686, -1.504506], [0.729582, -1.428501, 0.819083], [0.398803, -1.374986, 2.480287], [2.691699, -0.874321, 2.903824], [2.861042, 0.078089, 1.589063], [-0.949051, -2.673935, -2.157214], [-1.964172, -2.533745, -1.019798], [-1.201726, -2.081425, -1.472202]],
  "forces_ev_per_a": [[0.19, -2.61, -0.99], [1.79, 0.28, 0.72], [0.37, 0.75, 0.24], [-0.48, -1.99, 0.24], [1.60, 0.90, -1.46], [-2.53, 0.15, -3.31], [-0.54, 0.69, -0.12], [0.18, 0.78, 1.09], [-0.97, 0.96, 0.06], [-0.28, -1.00, -0.60], [-0.89, 1.08, -0.62], [-0.23, -0.15, -0.12], [0.98, 0.59, 0.00], [0.44, 0.54, 0.70], [0.01, -0.27, 1.10], [0.64, -0.24, 2.80], [-0.15, -0.33, 0.32], [0.37, -0.87, -0.97], [1.14, 0.60, -0.67], [-1.64, 0.13, 1.61]]
}



2.
{
  "formula": "C32H29BF8O2S",
  "method": "ωB97M-V/def2-TZVPD",
  "orbital_gap_ev": 7.746,
  "smiles": "CC1(C)OB(C(c2cccc(F)c2)c2cccc(F)c2)OC1(C)C.Cc1ccc(-c2cc(C(F)(F)F)cc(C(F)(F)F)c2)s1",
  "largest_force_ha_per_bohr": 0.0561,
  "total_energy_ev": -71004.786,
  "multiplicity": 1,
  "charge": 0,
  "species": ["C", "C", "C", "O", "B", "C", "C", "C", "C", "C", "C", "F", "C", "C", "C", "C", "C", "C", "F", "C", "O", "C", "C", "C", "H", "H", "H", "H", "H", "H", "H", "H", "H", "H", "H", "H", "H", "H", "H", "H", "H", "H", "H", "H", "H", "C", "C", "C", "C", "C", "C", "C", "C", "C", "F", "F", "F", "C", "C", "C", "F", "F", "F", "C", "S", "H", "H", "H", "H", "H", "H", "H", "H"],
  "positions_angstrom": [[1.243018, 0.432143, 3.636528], [1.706895, 0.415156, 2.181211], [2.942161, -0.460366, 2.028641], [0.653333, -0.250601, 1.468820], [-0.039896, 0.750312, 0.802543], [-1.456885, 0.345486, 0.334760], [-2.002515, 0.150960, 1.739014], [-1.953202, -1.123349, 2.334772], [-2.241596, -1.289799, 3.679272], [-2.581696, -0.189866, 4.480141], [-2.625283, 1.064008, 3.878777], [-2.918645, 2.166154, 4.652094], [-2.356170, 1.261927, 2.523121], [-2.129990, 1.448903, -0.435270], [-3.124950, 1.182796, -1.388507], [-3.766865, 2.227676, -2.069009], [-3.480543, 3.560591, -1.780695], [-2.496934, 3.811780, -0.830502], [-2.208537, 5.113019, -0.483537], [-1.822080, 2.786922, -0.162073], [0.694604, 1.844170, 0.498878], [1.772756, 1.856189, 1.467526], [1.423044, 3.048719, 2.344567], [3.046945, 2.149636, 0.705051], [2.001719, 0.855229, 4.301815], [0.305523, 0.992451, 3.756679], [1.041868, -0.599376, 3.947834], [3.790179, -0.007890, 2.567780], [2.734612, -1.448996, 2.463248], [3.190609, -0.613139, 0.966665], [-1.480468, -0.602597, -0.204272], [-1.691798, -1.976868, 1.713583], [-2.176528, -2.286600, 4.119814], [-2.826800, -0.306496, 5.533038], [-2.420281, 2.253675, 2.096423], [-3.413700, 0.148489, -1.572148], [-4.518500, 1.981800, -2.826849], [-4.019826, 4.385459, -2.255351], [-1.115249, 3.068159, 0.598009], [2.199496, 3.261600, 3.082963], [1.299120, 3.912431, 1.686513], [0.463093, 2.861218, 2.845550], [3.877506, 2.309413, 1.405749], [3.289252, 1.331197, 0.020583], [2.908284, 3.070398, 0.127576], [5.058435, -3.611336, -1.278003], [4.016343, -2.573368, -1.377528], [4.078781, -1.364215, -2.070635], [2.819524, -0.714315, -2.119317], [1.796916, -1.460120, -1.529220], [0.410477, -1.343994, -1.793696], [-0.433469, -2.381710, -1.346258], [-1.548829, -2.688710, -2.082913], [-2.343459, -3.875435, -1.624997], [-3.340971, -4.212784, -2.477283], [-1.545903, -4.974875, -1.462852], [-2.922212, -3.638581, -0.400934], [-1.892966, -1.942241, -3.211503], [-1.160590, -0.791950, -3.500364], [-1.465875, 0.045466, -4.714305], [-1.964981, 1.280586, -4.373791], [-0.329612, 0.281833, -5.440682], [-2.377481, -0.527734, -5.543371], [-0.096904, -0.403566, -2.712765], [2.437817, -2.875806, -0.753357], [5.995189, -3.212677, -1.675308], [5.192080, -3.899501, -0.230023], [4.772693, -4.509557, -1.844054], [4.985221, -1.007936, -2.560339], [2.602167, 0.186776, -2.683244], [-0.164744, -2.959976, -0.458783], [-2.714174, -2.255313, -3.847160], [0.421444, 0.538915, -2.868644]],
  "forces_ev_per_a": [[0.04, 0.21, 0.15], [0.03, -0.15, -0.10], [0.31, 0.21, 0.01], [-0.18, 1.02, -0.04], [1.15, -2.29, -1.33], [-0.91, 0.85, 0.12], [-0.66, -0.07, 0.78], [-0.26, 0.39, -0.21], [-0.04, 0.18, 0.11], [-0.01, 0.20, -0.25], [-0.03, 0.13, 0.16], [0.15, -0.88, -0.61], [-0.04, -0.65, 0.43], [-0.68, 0.34, -0.40], [0.10, 0.43, 0.05], [-0.03, -0.44, 0.17], [0.19, 0.17, 0.08], [-0.05, -0.10, 0.31], [-0.19, -0.98, -0.33], [-0.75, 0.72, -0.55], [-0.08, -0.24, 0.64], [0.36, 0.29, 0.14], [-0.13, -0.21, 0.32], [0.27, -0.13, 0.03], [-0.08, 0.02, -0.04], [0.27, -0.16, -0.02], [0.10, 0.18, -0.09], [-0.14, -0.24, -0.28], [0.03, 0.32, -0.07], [0.02, 0.14, 0.41], [0.00, 0.24, 0.18], [0.03, 0.11, 0.16], [-0.12, 0.32, -0.08], [0.11, 0.09, -0.20], [-0.03, -0.03, 0.15], [0.10, 0.20, -0.09], [0.26, 0.16, 0.34], [0.30, -0.32, 0.13], [0.14, 0.07, -0.11], [-0.12, -0.01, 0.03], [0.08, -0.03, 0.14], [0.29, 0.23, 0.00], [-0.10, -0.12, -0.22], [0.06, 0.19, 0.07], [0.01, -0.18, 0.08], [0.38, -0.28, 0.31], [-0.37, 1.36, -0.78], [-0.13, -0.96, 0.85], [-0.88, -0.85, 0.21], [2.49, 1.02, 0.35], [-1.65, -0.13, -0.02], [0.56, 0.45, -0.31], [-0.55, 0.14, -0.11], [-0.55, -0.56, 0.39], [0.63, 0.17, 0.51], [-0.66, 0.73, -0.13], [0.43, -0.21, -0.90], [-0.04, -0.16, -0.11], [-0.63, 0.01, 0.02], [-0.40, 0.93, -0.41], [0.50, -1.07, -0.35], [-0.92, -0.22, 0.45], [0.72, 0.33, 0.56], [0.62, -0.70, 0.32], [0.30, 0.38, -0.71], [-0.03, -0.21, 0.12], [0.22, -0.10, -0.17], [0.15, 0.23, 0.13], [-0.28, -0.11, 0.19], [0.19, -0.13, 0.05], [0.02, -0.01, -0.44], [0.12, 0.08, 0.09], [0.05, -0.28, -0.29]]
}



3.
{
  "formula": "C2H6BNO2",
  "method": "ωB97M-V/def2-TZVPD",
  "orbital_gap_ev": 7.375,
  "largest_force_ha_per_bohr": 0.1102,
  "total_energy_ev": -8427.627,
  "multiplicity": 1,
  "charge": 0,
  "species": ["B", "C", "C", "N", "O", "O", "H", "H", "H", "H", "H", "H"],
  "positions_angstrom": [[-0.373859, -0.398205, -0.879039], [1.844155, 0.656268, -1.180528], [0.923643, -0.106611, -1.700498], [-2.104645, -1.239310, 0.740906], [-0.559120, 0.963303, 2.080271], [-1.175523, -0.929045, -0.116697], [2.744510, 0.804782, -1.712191], [1.925047, 1.047675, -0.237821], [1.012641, -0.470939, -2.608752], [-1.397054, 0.481874, 2.516732], [-2.758615, -1.888079, 0.217701], [-0.081182, 1.078288, 2.879916]],
  "forces_ev_per_a": [[0.74, -0.60, 0.21], [1.48, -0.34, -1.15], [-3.07, 1.01, 4.65], [-3.16, -1.55, 2.02], [-3.51, -1.76, 0.99], [2.24, 1.26, -3.16], [0.86, 0.23, -0.87], [-0.67, 0.90, 2.34], [0.42, -1.73, -4.33], [2.39, 1.26, -2.21], [1.04, 0.85, 0.51], [1.24, 0.48, 1.00]]
}



4.
{
  "formula": "C31H37F5N7O2S4Ti",
  "method": "ωB97M-V/def2-TZVPD",
  "orbital_gap_ev": 6.361,
  "largest_force_ha_per_bohr": 0.0101,
  "total_energy_ev": -127320.199,
  "multiplicity": 1,
  "charge": -1,
  "species": ["Ti", "C", "C", "N", "C", "S", "N", "N", "C", "C", "C", "C", "C", "C", "C", "N", "H", "H", "H", "H", "H", "H", "H", "H", "H", "H", "H", "H", "H", "F", "C", "C", "F", "C", "F", "C", "S", "C", "F", "C", "F", "C", "N", "C", "C", "O", "N", "C", "C", "H", "H", "H", "H", "H", "H", "H", "H", "H", "H", "H", "H", "C", "O", "C", "S", "S", "H", "H", "H", "C", "C", "C", "C", "C", "C", "C", "C", "N", "H", "H", "H", "H", "H", "H", "H", "H", "H"],
  "positions_angstrom": [[0.070220, 0.133591, -0.014269], [0.000807, 4.240536, 4.701712], [-1.072870, 3.731186, 3.750359], [-0.713495, 3.902332, 2.360028], [-0.305729, 2.921576, 1.510295], [0.170024, 1.375578, 2.177440], [-0.297482, 3.198427, 0.241972], [0.286545, 2.137166, -0.496157], [1.580265, 2.476495, -1.035355], [1.801474, 3.863742, -1.535781], [2.435866, 1.427370, -1.048986], [3.806797, 1.470436, -1.517333], [4.553364, 0.350018, -1.562290], [3.996953, -0.906163, -1.159462], [2.728680, -0.933463, -0.694585], [1.949272, 0.193336, -0.586281], [-0.311725, 4.116107, 5.740210], [0.931236, 3.694325, 4.549345], [0.198440, 5.300840, 4.534191], [-1.258649, 2.672474, 3.925063], [-2.017799, 4.252246, 3.933204], [-0.966746, 4.760024, 1.895985], [1.765462, 4.603804, -0.733972], [2.766596, 3.941538, -2.033220], [1.032780, 4.143827, -2.262137], [4.218911, 2.419497, -1.829567], [5.578190, 0.398016, -1.910275], [4.557320, -1.826844, -1.223107], [2.262005, -1.873470, -0.403894], [-6.290360, -0.701199, -2.579766], [-4.983448, -0.911335, -2.363108], [-4.383341, -0.465587, -1.198475], [-5.107459, 0.182343, -0.276656], [-3.035110, -0.691199, -1.003173], [-2.492397, -0.186040, 0.139219], [-2.221000, -1.359624, -1.917569], [-0.520956, -1.665877, -1.670534], [-2.868063, -1.796861, -3.076065], [-2.179092, -2.437730, -4.025343], [-4.213268, -1.576771, -3.305114], [-4.783361, -2.001303, -4.438986], [-2.268571, -2.857607, 2.098262], [-1.072165, -2.754898, 2.921889], [-0.709652, -3.986228, 3.617284], [-0.092233, -1.934268, 2.454079], [-0.210316, -1.446434, 1.308157], [0.973343, -1.694713, 3.246098], [0.877878, -1.653972, 4.687979], [2.256214, -1.343060, 2.644956], [-3.024733, -3.400611, 2.664106], [-2.057439, -3.387348, 1.163956], [-2.644418, -1.866318, 1.861639], [-0.906347, -4.835344, 2.960101], [-1.281847, -4.095634, 4.541937], [0.354492, -4.002018, 3.830755], [1.496478, -2.427108, 5.152652], [-0.154774, -1.790808, 4.997560], [1.217677, -0.675643, 5.039326], [2.369060, -0.270172, 2.477422], [2.326902, -1.914887, 1.721181], [3.038580, -1.695240, 3.317915], [4.982468, -5.189808, -0.477231], [3.728442, -4.548062, -0.324868], [2.851112, -5.021076, 0.602964], [3.261665, -6.337564, 1.551577], [1.409540, -4.142107, 0.625347], [5.486659, -4.643967, -1.274220], [4.857789, -6.238506, -0.749998], [5.559609, -5.145103, 0.448297], [0.643577, 0.818314, -3.906315], [-0.658702, 1.537502, -3.712101], [-1.356153, 1.943748, -4.848760], [-2.573599, 2.587593, -4.752464], [-3.115139, 2.846891, -3.505935], [-2.451962, 2.476452, -2.341494], [-3.084153, 2.807303, -1.021351], [-1.215135, 1.815079, -2.454879], [-0.567399, 1.350484, -1.277672], [1.364898, 1.470876, -4.404692], [0.488862, -0.060501, -4.533869], [1.070782, 0.475136, -2.973066], [-0.929457, 1.726637, -5.821152], [-3.109544, 2.878115, -5.647703], [-4.076949, 3.340561, -3.424392], [-4.167939, 2.866115, -1.131027], [-2.713630, 3.766471, -0.657203], [-2.842627, 2.078364, -0.252613]],
  "forces_ev_per_a": [[-0.06, 0.09, 0.10], [-0.01, 0.03, 0.03], [-0.05, 0.02, 0.10], [-0.08, 0.05, -0.18], [0.03, -0.05, -0.11], [-0.33, -0.24, -0.16], [0.01, 0.03, 0.19], [0.45, 0.17, 0.01], [-0.10, -0.11, -0.07], [0.00, 0.00, -0.04], [0.13, 0.09, -0.01], [0.01, 0.01, -0.09], [-0.07, 0.05, 0.02], [-0.05, -0.12, 0.05], [0.13, -0.07, -0.08], [-0.17, 0.00, 0.02], [0.00, -0.02, 0.01], [0.01, -0.03, -0.01], [0.00, 0.01, -0.02], [0.02, 0.00, 0.00], [0.04, 0.02, -0.02], [-0.01, 0.00, 0.02], [0.00, 0.00, 0.02], [0.01, 0.00, 0.00], [-0.02, -0.01, 0.00], [-0.02, 0.01, 0.01], [0.00, 0.00, 0.00], [-0.02, -0.02, 0.01], [0.00, 0.00, 0.01], [0.05, 0.00, 0.01], [0.04, -0.01, -0.01], [0.00, -0.05, -0.12], [0.00, 0.00, -0.01], [0.07, 0.06, -0.08], [-0.02, -0.27, -0.03], [0.10, 0.11, 0.11], [-0.17, 0.03, -0.02], [-0.09, 0.06, 0.00], [0.01, 0.01, 0.02], [-0.03, 0.06, 0.13], [-0.01, 0.00, 0.02], [0.02, -0.01, -0.04], [0.04, 0.12, -0.03], [0.02, -0.04, 0.02], [0.02, -0.43, 0.18], [0.27, 0.37, -0.25], [-0.01, 0.21, -0.08], [0.02, -0.02, 0.04], [-0.21, -0.20, 0.05], [0.00, 0.00, 0.01], [-0.01, -0.01, 0.02], [-0.01, 0.00, 0.00], [0.01, 0.00, 0.01], [0.00, 0.02, 0.00], [-0.02, -0.02, -0.01], [-0.01, 0.00, 0.00], [0.01, 0.01, 0.01], [0.01, -0.01, 0.00], [-0.01, -0.02, -0.01], [0.21, 0.16, -0.02], [0.03, 0.01, -0.03], [0.06, -0.02, 0.02], [-0.01, 0.07, -0.02], [0.02, 0.02, 0.00], [0.00, -0.08, 0.13], [-0.16, -0.01, 0.00], [0.02, 0.00, 0.00], [0.01, 0.02, 0.00], [0.01, -0.01, -0.04], [0.08, -0.07, 0.02], [-0.14, 0.08, 0.03], [0.04, -0.04, 0.04], [-0.02, 0.01, -0.08], [-0.01, 0.02, 0.10], [0.06, -0.05, -0.16], [-0.02, 0.03, 0.10], [0.01, -0.02, -0.01], [-0.13, 0.02, 0.18], [0.01, 0.00, 0.01], [0.01, 0.00, -0.03], [0.00, -0.01, 0.04], [-0.01, 0.00, -0.02], [0.00, 0.00, -0.01], [0.00, 0.00, 0.00], [0.00, 0.00, 0.01], [-0.02, 0.00, -0.01], [0.00, -0.02, 0.00]]
}